Density functional theory data (ωB97M-V/def2-TZVPD) for 2 unconnected molecules or ions with the total composition C8H13F3N2O4P.

Computed properties:
HOMO: -12.664 eV
total charge: +1
frontier orbital gap: 6.83 eV

Last columns: bonded neighbours and bond lengths (Å).
Atoms and positions in Å:
1 O 0.91 1.33 0.95  P2 1.710, H16 0.991
2 P 0.58 -0.19 0.24  O1 1.710, O3 1.710, C4 1.906
3 O 0.01 -1.33 1.38  P2 1.710, H17 0.991
4 C -0.64 0.05 -1.21  P2 1.906, N5 1.440, C9 1.575
5 N -2.04 0.31 -1.03  C4 1.440, N6 1.322, H18 1.042
6 N -3.00 0.54 -1.91  N5 1.322, C7 1.406
7 C -2.63 0.53 -3.27  N6 1.406, C8 1.581, H19 1.142
8 C -1.18 0.24 -3.82  C7 1.581, C9 1.574, H20 1.139
9 C -0.11 -0.02 -2.69  C4 1.575, C8 1.574, C10 1.611
10 C 1.43 -0.35 -3.04  C9 1.611, O11 1.449, H21 1.155, H22 1.138
11 O 1.54 -1.58 -3.80  C10 1.449, C12 1.411
12 C 1.05 -2.70 -3.09  O11 1.411, F13 1.416, F14 1.408, F15 1.426
13 F -0.31 -3.01 -3.36  C12 1.416
14 F 1.21 -2.63 -1.69  C12 1.408
15 F 1.80 -3.84 -3.52  C12 1.426
16 H 0.99 2.03 0.25  O1 0.991
17 H -0.68 -0.86 1.91  O3 0.991
18 H -2.35 0.33 -0.03  N5 1.042
19 H -3.43 0.75 -4.06  C7 1.142
20 H -0.92 0.24 -4.92  C8 1.139
21 H 1.81 0.48 -3.73  C10 1.155
22 H 2.07 -0.35 -2.10  C10 1.138
23 C 1.24 1.52 4.81  C24 1.516, H26 1.093, H27 1.092, H28 1.094
24 C -0.23 1.24 4.59  C23 1.516, O25 1.425, H29 1.092, H30 1.094
25 O -0.44 -0.13 4.28  C24 1.425, H31 0.966
26 H 1.82 1.26 3.92  C23 1.093
27 H 1.41 2.57 5.04  C23 1.092
28 H 1.63 0.91 5.63  C23 1.094
29 H -0.61 1.84 3.76  C24 1.092
30 H -0.81 1.49 5.49  C24 1.094
31 H -0.11 -0.65 5.02  O25 0.966

natural (NBO) population analysis, charges in e, atoms 1 to 2: -0.953, 1.315